Entry 1:
Computed, not measured: a molecular structure, C26H33ClInN2O2Se at a distorted geometry, with ωB97M-V with the def2-TZVPD basis set.

Values from the calculation:
Frontier orbital gap (alpha / beta) = 3.5 / 3.1 eV
LUMO level (alpha / beta) = 2.548 / 2.791 eV
Energy above the lowest of the compared OMol25 structures with the same formula, charge and spin = 0.0 kJ/mol
E_tot = -117615.58958 eV
HOMO level (alpha / beta) = -0.925 / -0.262 eV

Geometry as ORCA input:
```
! wB97M-V def2-TZVPD RIJCOSX def2/J DEFGRID3
* xyz -1 1
N 0.410 1.963 -0.416
H -4.091 -3.128 -1.448
C 0.265 -4.054 1.326
O -0.542 -4.155 0.118
H -0.924 -3.197 3.536
C 6.474 -1.336 0.802
C -2.979 1.253 -1.828
C -0.974 -2.403 2.790
C 5.418 -0.854 1.574
C 4.156 -0.674 1.002
H -0.128 2.870 2.059
C -3.739 0.158 -1.431
C 0.018 2.645 -1.425
H 3.399 3.105 0.731
C -1.935 -1.361 -1.808
H -0.003 1.804 -3.336
H -0.127 -4.762 2.051
H 2.264 -2.307 1.599
C -1.673 1.025 -2.254
H 5.578 -0.617 2.618
H 2.987 2.487 -0.877
Se 2.227 -0.751 -1.309
H -5.106 -1.923 -0.670
H 7.086 -2.010 -1.146
Cl -1.830 0.703 1.338
O 0.372 3.946 -1.445
C 1.438 -1.991 2.230
H 7.452 -1.473 1.245
H -3.429 3.214 -2.623
H -4.747 0.335 -1.078
H 2.924 1.414 0.504
C -1.165 -0.278 -2.246
H 0.241 4.753 0.448
C 0.934 2.717 1.896
C -3.243 -1.140 -1.383
H -0.444 -2.783 -2.387
H -0.873 -1.440 3.281
H -1.955 -2.433 2.318
C -0.692 -2.889 -0.318
C -0.741 2.146 -2.607
H 1.853 4.828 -0.306
H -4.592 2.611 -1.451
C -4.077 -2.243 -0.811
C 5.003 -1.458 -1.118
H -3.696 -2.553 0.163
H 3.381 -0.293 1.638
N -0.305 -1.964 0.477
H 1.636 -2.283 3.261
H 1.181 1.728 2.275
H 1.288 -4.317 1.060
C 0.974 4.211 -0.149
H 4.861 -1.694 -2.165
H -1.258 2.989 -3.057
H 1.384 -0.904 2.197
H -1.945 -3.526 -1.878
C 1.290 2.824 0.428
H -3.024 3.184 -0.912
C 6.266 -1.639 -0.545
H 1.502 3.450 2.467
C 0.129 -2.588 1.759
C -1.269 -2.698 -1.677
C 3.928 -0.974 -0.356
C 2.740 2.434 0.181
H -0.193 -0.468 -2.679
In 0.000 0.000 0.000
C -3.535 2.636 -1.704
*
```

Entry 2:
Computed, not measured: 2 unconnected molecules or ions with the total composition C9H12N2Si at a distorted geometry, with ωB97M-V with the def2-TZVPD basis set.

Values from the calculation:
Frontier orbital gap = 8.8 eV
LUMO level = 0.371 eV
Energy above the lowest of the compared OMol25 structures with the same formula, charge and spin = 372.7 kJ/mol
E_tot = -20381.97149 eV
HOMO level = -8.427 eV

Geometry as ORCA input:
```
! wB97M-V def2-TZVPD RIJCOSX def2/J DEFGRID3
* xyz 0 1
H -2.131 0.942 1.909
C 1.953 1.276 1.287
C -0.334 0.923 0.527
C 2.372 1.206 -0.053
Si -4.126 -0.410 -0.027
C 0.114 0.846 -0.788
H 2.687 1.454 1.977
C 0.954 -2.169 -0.163
H 0.287 1.348 2.510
N 2.915 -1.552 -1.471
C 1.929 -1.768 -0.856
H 0.424 -1.387 0.328
H -4.879 -0.059 1.189
C -1.752 0.619 0.786
C 1.499 1.030 -1.085
H 0.694 -3.202 -0.223
H 3.103 -1.093 -2.402
H -4.431 -0.055 -1.389
H -3.947 -1.806 0.334
H -0.648 0.567 -1.499
H 3.365 1.171 -0.309
N -2.470 0.079 -0.077
C 0.590 1.147 1.572
H 1.833 0.894 -2.075
*
```

Entry 3:
Computed, not measured: a molecular structure, C22H32BrIN5RuS5Se, with ωB97M-V with the def2-TZVPD basis set.

Values from the calculation:
Frontier orbital gap (alpha / beta) = 6.5 / 5.9 eV
LUMO level (alpha / beta) = -6.410 / -6.915 eV
Energy above the lowest of the compared OMol25 structures with the same formula, charge and spin = 316.8 kJ/mol
E_tot = -231016.51348 eV
HOMO level (alpha / beta) = -12.900 / -12.830 eV

Geometry as ORCA input:
```
! wB97M-V def2-TZVPD RIJCOSX def2/J DEFGRID3
* xyz 2 2
N -2.941 2.456 -1.157
C 0.044 1.568 3.280
Ru -0.445 -0.942 0.649
H 0.551 2.514 1.541
C -1.618 2.663 -1.146
H -2.564 -0.342 -3.521
C 1.757 3.191 3.088
H -2.676 4.968 -1.109
H 1.227 2.103 6.224
C 4.758 -3.990 1.600
H -2.584 -4.475 -0.285
H -2.955 1.343 0.601
H -4.464 2.143 -2.512
H 2.297 3.850 2.421
C 0.226 3.792 -2.280
H -1.838 -3.814 -1.731
H 0.584 2.799 -2.532
Se -1.293 -2.380 2.492
N 0.683 -1.913 4.699
C -0.001 -2.187 -3.036
H -4.072 -1.175 -1.628
H 6.700 -1.851 -0.146
H -4.171 0.854 -0.607
H -2.446 0.520 -1.998
H -4.367 3.812 -1.939
H 2.745 3.661 4.931
S -2.399 -2.059 -0.160
Br 2.253 -3.883 2.863
S -0.467 1.640 -0.372
C 3.652 -3.177 1.833
H 1.170 -3.884 -2.354
C 5.851 -2.226 0.405
S 0.743 -2.821 -0.297
C 3.652 -1.877 1.349
C -0.473 -4.153 -0.074
H -3.127 -2.423 -2.392
C 4.758 -1.406 0.627
C 1.135 2.210 5.150
H -0.543 -4.250 1.006
C -2.240 -0.435 -2.483
C 5.845 -3.524 0.893
S -0.432 -0.551 -2.370
H -0.101 -5.104 -0.458
C -1.846 4.997 -1.810
H 4.763 -0.396 0.245
H -3.162 3.196 -3.098
N 0.781 2.441 2.536
C 1.981 3.083 4.439
H 6.691 -4.173 0.731
H -2.208 5.258 -2.806
C -3.777 2.944 -2.236
I 2.161 -0.401 1.685
C -0.078 -2.102 3.859
C -3.646 1.696 -0.147
C -1.829 -3.775 -0.646
C 1.020 -2.831 -2.109
H 0.244 4.422 -3.168
N -1.145 3.723 -1.810
H 0.463 -2.072 -4.016
C -3.051 -1.521 -1.786
H 1.990 -2.347 -2.232
H 4.756 -4.996 1.995
S -1.202 0.607 2.570
N 0.210 1.479 4.586
H -0.876 -2.816 -3.172
H -1.145 5.765 -1.481
H 0.882 4.234 -1.524
H -4.390 2.337 0.330
*
```

Entry 4:
Computed, not measured: 2 unconnected molecules or ions with the total composition C11H15Cl5N3 at a distorted geometry, with ωB97M-V with the def2-TZVPD basis set.

Values from the calculation:
Frontier orbital gap = 8.2 eV
LUMO level = -4.629 eV
E_tot = -78719.53375 eV
HOMO level = -12.853 eV

Geometry as ORCA input:
```
! wB97M-V def2-TZVPD RIJCOSX def2/J DEFGRID3
* xyz 1 1
C 1.101 0.105 -0.309
H 3.294 -0.653 3.649
N -1.146 1.427 1.319
H 0.920 0.319 -1.445
N -2.458 -0.172 0.032
C 1.353 -1.240 2.271
Cl 3.371 4.185 -0.984
H -4.539 -4.038 -1.371
C 0.219 -1.674 1.226
H 1.845 2.218 -0.402
H -1.047 1.232 2.329
H -0.390 3.001 -0.089
C -3.477 -3.956 -0.919
C -2.626 -1.399 -0.832
H -3.325 0.375 0.242
C 2.494 -0.875 2.843
C -3.252 -2.537 -0.198
Cl -2.057 -1.534 -2.564
C 3.780 3.639 -2.618
C -0.053 2.310 0.786
N -0.096 -0.665 0.163
H 0.439 -2.718 0.783
Cl -3.825 -2.381 1.557
C -1.242 0.200 0.501
H -2.633 -4.120 -1.686
Cl 5.506 3.274 -2.738
Cl 2.812 2.223 -3.061
H 3.550 4.443 -3.316
H -3.389 -4.763 -0.090
H 0.224 3.043 1.651
C 1.310 1.546 0.386
H -0.761 -1.807 1.850
H 2.005 1.500 1.320
H 2.093 -0.506 -0.287
*
```